No. 1
# C16H35AlNO3P

C16H35AlNO3P as an isolated structure (ωB97M-V/def2-TZVPD, the Open Molecules 2025 dataset).

Properties
- 2S+1: 2
- HOMO (alpha / beta): -0.156 / -0.156 Eh
- Net charge: -1

The geometry in XYZ format:
```
57
C16H35AlNO3P (ωB97M-V/def2-TZVPD)
C -2.20 -0.58 -3.58
C -1.92 -1.87 -3.74
C -0.76 -2.49 -2.97
Al 0.81 -1.18 -3.11
C 2.59 -1.97 -2.54
C 3.69 -0.97 -2.04
C 3.20 0.29 -1.31
C 3.00 1.50 -2.19
O 2.63 2.62 -1.36
P 0.89 -0.54 -5.42
O 2.27 -0.87 -5.98
H -2.45 0.09 -4.39
H -2.12 -0.20 -2.57
H -2.52 -2.48 -4.41
H -1.03 -2.56 -1.91
H -0.55 -3.48 -3.39
H 0.42 0.10 -2.22
H 3.01 -2.41 -3.45
H 2.49 -2.79 -1.82
H 4.27 -1.54 -1.31
H 4.39 -0.74 -2.84
H 2.33 0.08 -0.70
H 4.00 0.56 -0.60
H 3.90 1.74 -2.77
H 2.19 1.39 -2.89
H 3.32 2.73 -0.70
H 0.66 0.86 -5.61
H -0.04 -1.30 -6.20
C 0.03 1.43 4.30
C -0.20 1.33 2.77
C -1.33 2.27 2.33
C -2.74 1.77 2.66
C -2.93 0.34 2.17
C -1.85 -0.61 2.69
N -0.48 -0.09 2.41
O -0.23 -0.25 1.15
C -2.05 -0.82 4.20
C -2.04 -1.99 2.08
C 1.09 1.83 2.12
H 0.31 0.47 4.73
H 0.86 2.11 4.52
H -0.84 1.81 4.83
H -1.27 2.43 1.25
H -1.18 3.25 2.79
H -2.93 1.84 3.74
H -3.47 2.42 2.19
H -3.91 -0.03 2.47
H -2.92 0.34 1.08
H -1.26 -1.46 4.62
H -3.00 -1.33 4.38
H -2.08 0.10 4.78
H -2.03 -1.97 0.99
H -3.01 -2.40 2.38
H -1.27 -2.69 2.42
H 1.93 1.17 2.36
H 1.32 2.83 2.49
H 1.02 1.90 1.04
```

Löwdin population analysis, charges in e, atoms 1 to 2: -0.1091, -0.3120

***

No. 2
# C16H35BClN2O7

A 3-piece molecular cluster, C16H35BClN2O7 overall (ωB97M-V/def2-TZVPD, the Open Molecules 2025 dataset).

Properties
- HOMO: -0.399 Eh
- Net charge: +1

The geometry in XYZ format:
```
62
C16H35BClN2O7 (ωB97M-V/def2-TZVPD)
C 2.65 1.05 0.36
B 1.99 2.50 0.26
O 1.26 2.91 -0.84
C 2.27 3.48 1.52
N 3.43 4.14 1.53
C 3.41 4.88 2.74
C 2.23 4.63 3.37
Cl 1.61 5.27 4.85
N 1.50 3.71 2.59
H 3.65 1.16 -0.12
H 2.83 0.74 1.41
H 2.02 0.32 -0.18
H 1.26 2.14 -1.43
H 4.17 4.09 0.84
H 4.23 5.52 3.07
H 0.60 3.27 2.73
C -3.10 -0.38 0.61
O -2.88 0.95 1.04
C -1.87 1.64 0.34
C -2.34 2.98 -0.22
O -3.36 2.94 -1.20
C -4.65 2.45 -0.84
C -5.42 3.26 0.20
O -4.80 3.24 1.48
C -4.58 4.51 2.05
H -2.52 -1.07 1.22
H -4.16 -0.61 0.73
H -2.85 -0.52 -0.45
H -1.44 1.03 -0.46
H -1.07 1.84 1.07
H -1.48 3.44 -0.71
H -2.61 3.67 0.58
H -4.59 1.40 -0.55
H -5.24 2.48 -1.76
H -6.41 2.80 0.32
H -5.56 4.28 -0.16
H -4.41 5.28 1.29
H -3.68 4.45 2.67
H -5.43 4.79 2.68
C 1.45 -5.58 1.17
O 1.10 -5.42 -0.19
C 0.29 -4.29 -0.47
C 0.86 -3.42 -1.58
O 2.12 -2.80 -1.33
C 3.27 -3.63 -1.17
C 3.68 -4.46 -2.38
O 2.73 -5.45 -2.71
C 2.32 -5.45 -4.07
H 0.74 -6.24 1.67
H 2.44 -6.04 1.21
H 1.51 -4.62 1.70
H 0.12 -3.69 0.43
H -0.68 -4.67 -0.81
H 0.16 -2.59 -1.72
H 0.88 -3.94 -2.53
H 3.16 -4.26 -0.29
H 4.09 -2.95 -0.96
H 4.61 -4.99 -2.12
H 3.89 -3.80 -3.23
H 2.35 -4.44 -4.51
H 1.28 -5.80 -4.11
H 2.94 -6.13 -4.65
```

Löwdin population analysis, charges in e, atoms 1 to 2: 0.0086, -0.3894

***

No. 3
# C16H35BrN2O4P

A 2-piece molecular cluster, C16H35BrN2O4P overall (ωB97M-V/def2-TZVPD, the Open Molecules 2025 dataset).

Properties
- HOMO: -0.421 Eh
- Net charge: +1

The geometry in XYZ format:
```
59
C16H35BrN2O4P (ωB97M-V/def2-TZVPD)
C 3.13 2.15 2.08
C 2.36 1.40 0.80
C 0.75 1.20 1.04
O 0.22 -0.12 0.70
C -0.86 -0.01 -0.34
N -2.14 0.55 0.32
C -3.14 0.69 -0.81
O -2.75 1.96 -1.52
P -4.91 1.06 -0.10
C -4.58 2.48 1.17
C -6.03 1.85 -1.42
C -6.53 0.77 -2.57
C -3.10 -0.49 -1.93
O -2.43 -1.74 -1.56
C -1.25 -1.57 -0.73
C -0.02 -2.45 -1.36
C 0.92 -1.71 -2.46
C 2.10 -0.73 -1.84
Br -0.03 -0.68 -3.88
H 3.92 1.39 2.55
H 3.74 3.07 1.66
H 2.37 2.53 2.90
H 2.47 2.06 -0.19
H 2.87 0.35 0.70
H 0.57 1.34 2.22
H 0.14 2.07 0.51
H -0.51 0.62 -1.25
H -2.00 1.50 0.73
H -2.41 -0.15 1.06
H -3.32 2.03 -2.36
H -3.79 2.14 2.00
H -4.02 3.34 0.56
H -5.55 2.91 1.66
H -6.97 2.41 -0.98
H -5.41 2.68 -2.00
H -7.53 1.15 -3.06
H -6.65 -0.27 -2.00
H -5.65 0.65 -3.35
H -4.24 -0.78 -2.14
H -2.73 -0.01 -2.95
H -1.50 -2.08 0.32
H -0.49 -3.41 -1.88
H 0.68 -2.88 -0.49
H 1.51 -2.58 -3.03
H 2.97 -0.64 -2.62
H 1.67 0.37 -1.70
H 2.51 -1.16 -0.82
C 5.17 -1.02 1.19
O 4.53 -1.34 0.20
N 5.45 -1.84 2.26
C 6.22 -1.38 3.40
C 4.96 -3.20 2.25
H 5.59 -0.01 1.30
H 7.11 -2.01 3.50
H 5.61 -1.47 4.30
H 6.52 -0.34 3.27
H 5.37 -3.72 1.38
H 3.87 -3.19 2.17
H 5.26 -3.73 3.16
```

Löwdin population analysis, charges in e, atoms 1 to 2: -0.1137, -0.1972

***

Please write out number 2 again, unchanged.
# C16H35BClN2O7

A 3-piece molecular cluster, C16H35BClN2O7 overall (ωB97M-V/def2-TZVPD, the Open Molecules 2025 dataset).

Properties
- HOMO: -0.399 Eh
- Net charge: +1

The geometry in XYZ format:
```
62
C16H35BClN2O7 (ωB97M-V/def2-TZVPD)
C 2.65 1.05 0.36
B 1.99 2.50 0.26
O 1.26 2.91 -0.84
C 2.27 3.48 1.52
N 3.43 4.14 1.53
C 3.41 4.88 2.74
C 2.23 4.63 3.37
Cl 1.61 5.27 4.85
N 1.50 3.71 2.59
H 3.65 1.16 -0.12
H 2.83 0.74 1.41
H 2.02 0.32 -0.18
H 1.26 2.14 -1.43
H 4.17 4.09 0.84
H 4.23 5.52 3.07
H 0.60 3.27 2.73
C -3.10 -0.38 0.61
O -2.88 0.95 1.04
C -1.87 1.64 0.34
C -2.34 2.98 -0.22
O -3.36 2.94 -1.20
C -4.65 2.45 -0.84
C -5.42 3.26 0.20
O -4.80 3.24 1.48
C -4.58 4.51 2.05
H -2.52 -1.07 1.22
H -4.16 -0.61 0.73
H -2.85 -0.52 -0.45
H -1.44 1.03 -0.46
H -1.07 1.84 1.07
H -1.48 3.44 -0.71
H -2.61 3.67 0.58
H -4.59 1.40 -0.55
H -5.24 2.48 -1.76
H -6.41 2.80 0.32
H -5.56 4.28 -0.16
H -4.41 5.28 1.29
H -3.68 4.45 2.67
H -5.43 4.79 2.68
C 1.45 -5.58 1.17
O 1.10 -5.42 -0.19
C 0.29 -4.29 -0.47
C 0.86 -3.42 -1.58
O 2.12 -2.80 -1.33
C 3.27 -3.63 -1.17
C 3.68 -4.46 -2.38
O 2.73 -5.45 -2.71
C 2.32 -5.45 -4.07
H 0.74 -6.24 1.67
H 2.44 -6.04 1.21
H 1.51 -4.62 1.70
H 0.12 -3.69 0.43
H -0.68 -4.67 -0.81
H 0.16 -2.59 -1.72
H 0.88 -3.94 -2.53
H 3.16 -4.26 -0.29
H 4.09 -2.95 -0.96
H 4.61 -4.99 -2.12
H 3.89 -3.80 -3.23
H 2.35 -4.44 -4.51
H 1.28 -5.80 -4.11
H 2.94 -6.13 -4.65
```

Löwdin population analysis, charges in e, atoms 1 to 2: 0.0086, -0.3894